[1]
Formula: C66H165N11O22
Source: OMol25
Level of theory: ωB97M-V/def2-TZVPD

```
264
Properties=species:S:1:pos:R:3:forces:R:3
C 2.526 -5.619 -4.802 0.27 0.31 -0.25
O 2.909 -4.262 -4.934 0.22 0.02 0.13
C 1.795 -3.446 -4.638 0.70 0.00 0.22
C 2.174 -1.989 -4.663 0.46 0.49 0.02
N 0.974 -1.188 -4.621 -0.46 0.15 -0.61
C 1.262 0.230 -4.579 1.18 -0.32 0.86
C 0.027 1.065 -4.438 -0.23 0.07 -0.59
O 0.426 2.353 -4.009 -0.46 0.19 -0.30
C -0.657 3.254 -4.065 0.28 0.65 -0.14
H 3.350 -6.242 -5.145 -0.02 0.04 -0.14
H 1.638 -5.757 -5.426 -0.04 -0.52 0.18
H 2.320 -5.878 -3.758 -0.25 0.05 -0.07
H 1.491 -3.687 -3.606 -0.61 -0.10 -0.22
H 1.018 -3.624 -5.390 -0.29 -0.04 0.31
H 2.755 -1.741 -5.559 -0.16 -0.16 -0.09
H 2.841 -1.741 -3.815 -0.07 -0.18 -0.12
H 0.427 -1.437 -3.802 0.16 0.05 -0.11
H 1.877 0.536 -5.432 -0.35 -0.07 -0.26
H 1.946 0.439 -3.734 -0.30 0.16 0.05
H -0.703 0.607 -3.754 0.15 0.06 0.15
H -0.490 1.134 -5.406 0.02 0.06 0.03
H -1.381 3.050 -3.270 -0.24 -0.11 -0.22
H -1.103 3.277 -5.066 -0.30 -0.38 0.16
H -0.300 4.281 -3.936 0.29 -0.21 0.30
C 3.862 8.792 -2.359 -0.13 -0.02 0.37
O 3.930 7.521 -2.952 -0.26 0.04 0.04
C 4.564 6.577 -2.114 0.81 0.22 -0.25
C 4.652 5.273 -2.884 -0.18 0.16 0.19
N 3.470 4.472 -2.593 -0.27 -0.26 -0.31
C 3.386 3.191 -3.292 0.13 -0.21 0.06
C 4.568 2.301 -2.999 1.01 -0.14 -0.62
O 4.289 1.011 -3.523 -0.28 0.06 0.33
C 5.290 0.086 -3.199 0.46 0.18 0.31
H 4.860 9.152 -2.077 0.00 0.06 -0.13
H 3.253 8.768 -1.443 0.04 0.01 -0.03
H 3.389 9.473 -3.062 0.09 0.02 -0.07
H 4.044 6.467 -1.155 -0.23 -0.19 -0.14
H 5.574 6.941 -1.865 -0.04 0.00 -0.10
H 5.557 4.733 -2.605 -0.09 -0.07 0.13
H 4.746 5.544 -3.946 0.05 -0.11 -0.02
H 2.664 4.994 -2.925 0.02 0.18 0.29
H 3.277 3.287 -4.383 0.08 0.05 0.04
H 2.494 2.673 -2.943 0.00 0.10 -0.05
H 4.813 2.258 -1.927 -0.04 0.05 -0.42
H 5.486 2.643 -3.506 -0.13 0.21 0.08
H 4.992 -0.897 -3.555 0.05 0.16 -0.27
H 5.440 0.014 -2.109 -0.10 0.13 -0.15
H 6.265 0.381 -3.612 -0.10 -0.09 -0.21
C -7.870 -8.425 -5.407 -0.42 -0.40 -0.13
O -8.689 -9.115 -4.474 0.22 0.27 0.03
C -8.038 -10.078 -3.669 -0.51 0.23 0.08
C -6.993 -9.552 -2.702 0.38 0.02 -0.52
N -5.732 -9.175 -3.362 -0.42 0.02 0.05
C -4.852 -8.356 -2.535 0.17 -0.91 0.26
C -5.271 -6.903 -2.556 0.00 -0.06 0.56
O -4.263 -6.143 -1.911 0.01 0.16 -0.41
C -4.589 -4.777 -1.835 -0.66 0.14 0.94
H -7.161 -7.770 -4.910 0.18 -0.03 -0.11
H -8.538 -7.842 -6.040 -0.05 0.03 0.08
H -7.364 -9.159 -6.046 0.30 0.18 0.04
H -7.624 -10.896 -4.278 -0.04 0.05 -0.04
H -8.872 -10.441 -3.064 0.21 -0.44 -0.01
H -6.790 -10.360 -1.983 -0.27 0.24 0.33
H -7.429 -8.678 -2.216 0.13 -0.07 0.23
H -5.276 -10.039 -3.623 0.23 0.13 -0.09
H -3.823 -8.510 -2.866 -0.04 0.39 -0.27
H -4.845 -8.713 -1.488 -0.07 0.20 -0.02
H -6.189 -6.823 -1.955 -0.11 0.21 -0.28
H -5.472 -6.551 -3.573 0.13 0.00 -0.02
H -4.666 -4.271 -2.802 0.21 -0.13 -0.08
H -3.884 -4.283 -1.165 0.38 -0.05 -0.38
H -5.549 -4.641 -1.305 -0.10 -0.10 -0.32
C 2.559 -3.205 6.882 0.53 -0.47 0.69
O 2.764 -3.559 5.539 -0.31 0.00 -0.44
C 2.406 -2.535 4.634 -0.39 0.82 0.62
C 2.537 -2.980 3.208 0.02 -0.16 0.39
N 3.884 -3.408 2.895 0.11 0.14 0.00
C 3.946 -4.045 1.596 -0.77 0.67 -0.03
C 3.915 -2.958 0.526 1.12 0.23 -0.68
O 4.601 -3.505 -0.601 -0.53 -0.25 0.03
C 4.388 -2.796 -1.787 0.50 0.22 -0.41
H 2.313 -4.123 7.423 -0.04 0.06 -0.02
H 1.761 -2.482 7.072 -0.08 0.03 -0.38
H 3.486 -2.822 7.326 -0.08 0.19 -0.07
H 2.977 -1.616 4.839 0.32 -0.23 -0.16
H 1.360 -2.234 4.818 -0.01 -0.21 -0.11
H 2.242 -2.117 2.602 0.07 -0.08 -0.18
H 1.796 -3.779 3.025 0.02 0.01 -0.07
H 4.294 -3.943 3.646 -0.21 -0.22 -0.02
H 3.071 -4.694 1.439 0.13 -0.21 0.03
H 4.842 -4.642 1.445 0.16 0.15 0.16
H 4.475 -2.076 0.869 -0.01 -0.11 0.21
H 2.937 -2.560 0.218 -0.21 -0.48 0.16
H 3.332 -2.737 -2.080 -0.02 0.01 0.25
H 4.920 -3.312 -2.590 -0.10 -0.15 0.05
H 4.825 -1.786 -1.753 -0.40 -0.33 0.36
C 1.671 -5.462 -0.930 -0.32 -0.01 0.62
O 0.411 -5.685 -1.524 0.28 -0.09 -0.20
C 0.042 -7.048 -1.636 -0.06 0.20 -0.01
C -1.120 -7.072 -2.598 0.20 -0.31 -0.30
N -0.747 -6.464 -3.882 0.01 0.03 0.77
C -1.874 -6.455 -4.782 -1.21 0.03 0.03
C -1.493 -6.115 -6.199 0.89 -0.42 -0.22
O -2.656 -6.039 -6.979 0.10 -0.18 0.12
C -2.404 -5.900 -8.355 -0.19 0.67 -0.17
H 1.685 -5.850 0.098 -0.02 0.01 -0.03
H 1.772 -4.380 -0.880 0.37 -0.03 -0.06
H 2.510 -5.924 -1.457 -0.11 0.11 -0.24
H -0.270 -7.422 -0.653 0.06 -0.10 -0.01
H 0.872 -7.671 -1.991 0.07 0.17 -0.09
H -1.959 -6.543 -2.134 -0.16 -0.19 -0.02
H -1.393 -8.111 -2.808 -0.17 0.03 0.23
H -0.485 -5.519 -3.610 0.15 0.07 -0.55
H -2.726 -5.810 -4.483 0.40 0.32 0.12
H -2.374 -7.432 -4.760 0.43 -0.17 -0.18
H -0.828 -6.899 -6.601 -0.13 -0.06 0.11
H -0.861 -5.210 -6.233 -0.43 0.23 0.00
H -1.571 -6.497 -8.741 -0.04 -0.25 0.30
H -2.174 -4.849 -8.581 -0.01 -0.07 -0.10
H -3.321 -6.179 -8.868 0.04 0.01 -0.10
C 2.514 1.105 3.893 -0.46 -1.12 0.52
O 3.635 1.142 4.740 0.79 -0.09 0.38
C 3.298 1.571 6.047 -0.54 -0.28 -0.60
C 4.492 1.400 6.950 -0.20 0.35 -0.05
N 4.104 1.640 8.335 0.40 -0.16 -0.01
C 5.274 1.869 9.189 -0.52 -0.13 0.03
C 4.798 2.177 10.593 0.13 0.35 0.01
O 5.914 2.258 11.451 0.36 0.05 -0.15
C 5.657 2.973 12.630 -0.34 -0.06 0.33
H 1.829 0.315 4.220 -0.04 -0.25 -0.20
H 2.882 0.952 2.881 -0.15 -0.18 -0.13
H 2.023 2.088 3.918 -0.03 -4.41 0.43
H 2.417 1.005 6.388 0.15 -0.03 0.21
H 2.997 2.629 5.959 0.12 -0.24 0.67
H 5.240 2.113 6.564 0.20 -0.14 0.28
H 4.905 0.395 6.872 -0.04 -0.03 -0.13
H 3.516 2.467 8.376 0.02 0.02 0.00
H 5.876 2.675 8.752 0.26 0.04 0.40
H 5.892 0.972 9.276 -0.05 -0.05 -0.39
H 4.138 1.380 10.954 -0.18 0.06 -0.16
H 4.246 3.130 10.586 -0.03 -0.07 0.11
H 6.423 2.737 13.366 0.15 0.00 -0.14
H 4.693 2.676 13.067 0.03 0.08 -0.04
H 5.647 4.055 12.456 -0.04 -0.02 -0.03
C 0.757 5.659 -0.238 0.83 -0.30 0.61
O 0.261 6.737 0.517 -0.01 0.04 -0.15
C 0.324 7.964 -0.189 -0.39 -0.40 0.07
C -0.437 8.998 0.593 0.70 1.05 -0.73
N 0.191 9.286 1.873 -0.26 -0.54 -0.16
C -0.484 10.369 2.568 0.14 -0.32 -0.05
C 0.138 10.580 3.927 -0.13 0.34 0.07
O -0.470 11.717 4.513 0.08 -0.14 -0.18
C 0.076 12.036 5.764 0.10 -0.18 0.31
H 1.705 5.919 -0.728 -0.22 0.11 -0.33
H 0.031 5.252 -0.949 -0.02 0.18 -0.12
H 1.053 4.873 0.463 -0.38 0.08 0.03
H -0.138 7.845 -1.179 0.04 0.04 -0.01
H 1.366 8.275 -0.329 0.03 -0.04 0.07
H -1.513 8.775 0.586 0.04 -0.19 0.43
H -0.325 9.924 0.007 -0.23 -0.08 0.01
H 0.206 8.430 2.419 -0.05 0.10 0.13
H -1.559 10.173 2.683 -0.03 0.17 0.03
H -0.352 11.270 1.966 -0.13 0.09 0.07
H 1.217 10.755 3.826 0.01 -0.14 -0.01
H -0.027 9.690 4.552 0.10 0.05 0.06
H -0.082 11.222 6.485 -0.11 0.08 0.00
H -0.419 12.939 6.113 0.00 -0.01 0.06
H 1.160 12.211 5.730 -0.05 0.07 -0.21
C -5.922 -6.981 1.113 0.04 0.23 0.30
O -4.973 -7.283 2.120 -0.34 -0.02 -0.24
C -3.714 -7.707 1.638 0.33 -0.66 0.46
C -2.870 -6.582 1.094 -0.39 0.68 -0.18
N -2.418 -5.724 2.166 0.88 -0.23 0.48
C -1.780 -4.506 1.699 -0.63 -0.91 -0.58
C -1.571 -3.537 2.812 0.37 0.97 -0.05
O -0.896 -2.415 2.247 0.01 -0.08 -0.04
C -1.097 -1.224 2.963 -0.36 0.10 0.12
H -5.514 -6.259 0.401 -0.08 -0.15 -0.17
H -6.775 -6.517 1.608 0.03 -0.03 0.05
H -6.285 -7.879 0.600 0.21 -0.03 -0.09
H -3.760 -8.562 0.949 -0.44 0.31 -0.29
H -3.233 -8.131 2.525 0.19 0.21 -0.03
H -3.440 -5.960 0.387 -0.14 -0.38 -0.19
H -2.038 -6.973 0.506 0.18 -0.06 0.24
H -3.167 -5.541 2.821 -0.13 0.08 -0.14
H -2.405 -4.060 0.901 0.15 0.34 0.13
H -0.830 -4.755 1.215 0.07 0.01 0.12
H -0.953 -3.942 3.620 -0.16 -0.20 0.05
H -2.537 -3.207 3.217 0.00 -0.10 0.09
H -0.503 -0.443 2.492 0.11 -0.03 0.06
H -0.833 -1.327 4.024 0.18 0.02 -0.07
H -2.152 -0.917 2.922 0.04 -0.02 -0.03
C 3.483 1.454 -0.330 0.14 -0.62 0.15
O 2.376 1.106 0.482 -0.09 0.54 0.07
C 1.240 1.938 0.245 0.26 -0.34 0.13
C 0.509 1.601 -1.037 0.03 0.65 -0.22
N -0.314 0.408 -0.913 0.40 -0.65 -0.21
C 0.456 -0.809 -0.655 0.89 -0.44 0.57
C -0.336 -2.034 -1.033 -0.25 0.22 0.62
O -0.624 -1.970 -2.418 -0.58 0.05 0.05
C -1.589 -2.906 -2.818 -0.41 -0.94 -0.39
H 3.501 0.851 -1.248 -0.16 0.07 0.13
H 4.382 1.220 0.246 0.05 -0.03 -0.03
H 3.541 2.508 -0.624 -0.50 0.01 0.37
H 1.581 2.979 0.249 -0.13 -0.06 -0.12
H 0.564 1.788 1.091 0.00 0.00 0.04
H 1.222 1.587 -1.879 -0.06 -0.36 0.32
H -0.132 2.460 -1.273 -0.16 -0.16 0.12
H -0.765 0.206 -1.800 -0.12 0.42 0.05
H 0.750 -0.904 0.396 -0.44 0.11 0.10
H 1.459 -0.863 -1.124 -0.32 0.33 -0.54
H -1.258 -2.045 -0.436 -0.07 -0.03 -0.19
H 0.205 -2.956 -0.793 0.06 0.03 -0.06
H -1.345 -3.902 -2.424 0.04 0.05 -0.03
H -1.630 -2.967 -3.909 0.39 0.14 -0.01
H -2.627 -2.701 -2.525 0.25 0.46 0.41
C -12.467 2.522 -0.938 -0.75 -0.20 0.02
O -11.111 2.722 -1.204 0.18 0.14 0.41
C -10.597 1.747 -2.071 -0.33 -0.23 -0.98
C -9.100 1.784 -2.048 0.50 0.19 0.92
N -8.655 1.525 -0.670 0.51 -0.26 0.11
C -7.201 1.462 -0.540 0.10 -0.05 -0.02
C -6.605 0.177 -1.086 -0.51 -0.03 -0.29
O -5.209 0.280 -1.017 0.18 0.02 0.12
C -4.560 -0.881 -1.474 -0.27 0.07 -0.27
H -13.042 2.405 -1.867 0.05 -0.05 0.04
H -12.893 3.372 -0.406 0.33 0.17 -0.02
H -12.635 1.638 -0.309 0.09 -0.06 -0.13
H -11.010 1.923 -3.079 0.27 0.09 -0.02
H -10.908 0.719 -1.834 -0.10 0.18 0.51
H -8.675 2.743 -2.380 -0.25 -0.04 -0.34
H -8.719 0.980 -2.675 -0.04 0.10 -0.19
H -8.930 2.293 -0.071 -0.49 -0.06 -0.15
H -6.937 1.506 0.518 -0.09 0.14 0.00
H -6.716 2.316 -1.040 0.12 -0.11 0.00
H -6.935 0.028 -2.127 0.21 -0.02 0.01
H -6.976 -0.696 -0.529 0.06 0.10 0.14
H -4.937 -1.140 -2.474 0.15 -0.08 -0.01
H -4.747 -1.738 -0.812 0.09 0.05 0.05
H -3.496 -0.663 -1.535 0.04 -0.07 0.10
C 2.077 3.573 3.901 0.36 2.93 -0.57
O 2.290 4.886 3.436 -0.39 0.31 0.02
C 3.511 5.010 2.730 0.08 0.29 0.96
C 3.681 6.455 2.294 -0.59 -0.06 -0.04
N 5.086 6.774 2.151 0.21 -0.34 -0.56
C 5.314 7.911 1.273 -0.52 0.27 0.33
C 6.762 8.386 1.351 -0.45 -0.75 0.54
O 7.129 9.383 0.447 0.12 -0.09 -0.49
C 6.379 10.565 0.481 -0.43 0.32 0.48
H 3.018 3.061 4.147 0.33 1.34 -0.40
H 1.550 2.968 3.156 -0.34 1.43 -0.56
H 1.506 3.590 4.832 -0.33 0.19 -0.17
H 3.577 4.320 1.883 -0.02 -0.05 -0.04
H 4.298 4.767 3.459 0.27 -0.10 -0.34
H 3.140 7.128 2.978 0.15 -0.17 0.24
H 3.133 6.594 1.356 0.39 0.03 -0.19
H 5.526 6.877 3.056 -0.03 0.15 0.01
H 4.612 8.714 1.556 0.17 0.14 -0.14
H 5.040 7.598 0.267 0.18 0.13 -0.09
H 7.393 7.525 1.129 0.12 0.07 0.05
H 6.925 8.658 2.409 0.27 0.28 -0.19
H 6.552 11.117 -0.439 0.19 0.00 0.00
H 6.652 11.184 1.347 0.09 0.03 -0.09
H 5.303 10.382 0.561 0.04 -0.05 -0.13
```
Forces are in eV/Å.

Properties
- HOMO: -8.33 eV
- Charge: 0
- LUMO level: 0.50 eV
- Energy above the lowest of the compared OMol25 structures with the same formula, charge and spin: 59.85 kcal per mole
- Frontier orbital gap: 8.8 eV

***

[2]
Formula: C4H9N4
Source: OMol25
Level of theory: ωB97M-V/def2-TZVPD

```
17
Properties=species:S:1:pos:R:3:forces:R:3
C -0.738 -1.437 0.253 -1.47 1.76 -1.64
C 1.372 -0.527 0.097 -1.78 -0.14 -1.96
C -0.684 1.135 0.558 0.78 -1.63 -1.19
C -1.473 -0.126 0.437 -0.83 -0.58 0.39
N 0.664 -1.516 0.139 0.50 0.98 1.17
N 0.316 1.020 -0.523 3.03 -0.05 3.20
N 2.589 -0.159 -0.076 3.51 4.81 0.38
N -1.438 -0.735 -0.863 -0.22 -0.99 -0.68
H -1.152 -2.317 0.601 -0.94 -1.52 0.70
H -1.223 1.922 0.222 -2.47 2.58 -0.37
H -0.450 1.292 1.594 1.23 0.10 0.25
H -2.388 0.007 1.021 0.06 -0.92 -0.14
H 2.777 0.941 0.046 -0.41 -3.71 -0.48
H 3.442 -0.733 -0.056 -1.00 -0.07 0.24
H -0.108 0.461 -1.229 -0.80 -0.29 -1.45
H 0.734 1.914 -0.813 -0.12 -0.75 0.05
H -2.240 -1.142 -1.409 0.93 0.44 1.53
```
Forces are in eV/Å.

Properties
- HOMO: -13.88 eV
- Charge: +1
- LUMO level: -4.06 eV
- Energy above the lowest of the compared OMol25 structures with the same formula, charge and spin: 77.48 kcal per mole
- Frontier orbital gap: 9.8 eV